# 1
The molecule C4H11NO at a distorted geometry, computed with ωB97M-V/def2-TZVPD.

XYZ file:
```
17
Properties=species:S:1:pos:R:3
O 0.892 -2.564 -1.164
N -0.928 1.449 -1.123
C 0.857 -0.385 -0.136
C -0.569 1.119 1.317
C 0.211 -1.791 -0.182
C 0.065 0.954 -0.085
H 0.066 0.975 2.203
H 1.490 -2.044 -1.707
H 1.295 -0.188 0.907
H -1.768 1.763 -0.647
H -1.475 0.496 1.449
H 0.795 1.787 -0.133
H -0.897 2.160 1.406
H 0.506 -2.346 0.749
H 1.637 -0.274 -0.901
H -0.897 -1.766 -0.297
H -1.281 0.654 -1.658
```

Its LUMO energy is 0.910 eV. As for the spin multiplicity: 1. The energy above the lowest of the compared OMol25 structures with the same formula, charge and spin comes out at 184.3 kJ/mol. Its SMILES is C[C@H](N)CCO.

Atomic charges from the natural (NBO) analysis, expressed in e, are listed below: atom 1 (O): -0.729, atom 2 (N): -0.833, atom 3 (C): -0.441, atom 4 (C): -0.636, atom 5 (C): -0.072, atom 6 (C): -0.046, atom 7 (H): 0.212, atom 8 (H): 0.469, atom 9 (H): 0.225, atom 10 (H): 0.352, atom 11 (H): 0.200, atom 12 (H): 0.185, atom 13 (H): 0.208, atom 14 (H): 0.180, atom 15 (H): 0.204, atom 16 (H): 0.171, atom 17 (H): 0.349

# 2
C4H11NO as an isolated structure at a distorted geometry, computed with ωB97M-V/def2-TZVPD.

XYZ file:
```
17
Properties=species:S:1:pos:R:3
O -0.345 -0.624 0.352
N -0.181 1.998 0.170
C -1.555 2.041 -0.386
C 0.570 0.949 -0.115
C 0.042 -1.962 0.310
C 1.435 -2.180 -0.258
H -2.310 1.708 0.322
H 2.204 -1.662 0.329
H -0.680 -2.546 -0.283
H 0.438 0.490 -1.080
H -1.767 3.032 -0.787
H 1.692 -3.242 -0.271
H -1.544 1.333 -1.212
H 0.040 -2.389 1.327
H 1.520 -1.816 -1.290
H -0.164 2.391 1.099
H 1.367 0.605 0.517
```

Its LUMO energy is 0.966 eV. As for the spin multiplicity: 1. The energy above the lowest of the compared OMol25 structures with the same formula, charge and spin comes out at 296.2 kJ/mol.

Atomic charges from the natural (NBO) analysis, expressed in e, are listed below: atom 1 (O): -0.787, atom 2 (N): -0.572, atom 3 (C): -0.409, atom 4 (C): 0.109, atom 5 (C): -0.040, atom 6 (C): -0.633, atom 7 (H): 0.214, atom 8 (H): 0.190, atom 9 (H): 0.145, atom 10 (H): 0.219, atom 11 (H): 0.195, atom 12 (H): 0.208, atom 13 (H): 0.214, atom 14 (H): 0.140, atom 15 (H): 0.191, atom 16 (H): 0.387, atom 17 (H): 0.228

# 3
A 2-piece molecular cluster, C4H11NO overall at a distorted geometry, computed with ωB97M-V/def2-TZVPD.

XYZ file:
```
17
Properties=species:S:1:pos:R:3
O -2.601 -0.489 3.800
N -3.468 -2.577 4.519
C 1.276 0.656 -2.154
C 2.479 1.083 -1.364
C -2.666 -1.725 3.884
C 1.085 1.555 -3.410
H -1.972 -2.255 3.216
H 2.606 2.115 -1.679
H -3.996 -2.272 5.338
H 2.243 1.649 -3.875
H 2.387 0.799 -0.238
H 0.458 0.956 -1.469
H -3.605 -3.605 4.585
H 3.346 0.581 -1.785
H 0.338 1.508 -4.241
H 0.923 2.462 -2.854
H 1.167 -0.439 -2.272
```

The charge is +1. Its LUMO energy (spin up / spin down) is -5.494 / -10.158 eV. As for the spin multiplicity: 2. The energy above the lowest of the compared OMol25 structures with the same formula, charge and spin comes out at 382.9 kJ/mol.

Atomic charges from the natural (NBO) analysis, expressed in e, are listed below: atom 1 (O): 0.006, atom 2 (N): -0.709, atom 3 (C): -0.395, atom 4 (C): -0.611, atom 5 (C): 0.474, atom 6 (C): -0.613, atom 7 (H): 0.295, atom 8 (H): 0.215, atom 9 (H): 0.445, atom 10 (H): 0.188, atom 11 (H): 0.206, atom 12 (H): 0.174, atom 13 (H): 0.488, atom 14 (H): 0.206, atom 15 (H): 0.234, atom 16 (H): 0.199, atom 17 (H): 0.196

We obtain molar mass values of 89.14 89.14 89.14 g/mol for the records listed above, in that order.
We obtain DFT total energy values of -7862.644 -7861.484 -7852.374 eV for the records listed above, in that order.